1.
DFT (ωB97M-V with the def2-TZVPD basis set) results for C5H7N3 as an isolated structure at a distorted geometry.

Structure (XYZ):
```
15
Properties=species:S:1:pos:R:3:mulliken_charge:R:1
C -0.533 -0.777 0.724 0.660
C 0.620 1.065 -0.986 -0.490
C 0.375 -0.131 -1.502 -0.188
C -0.232 0.482 1.328 -0.807
C 0.844 1.255 0.474 -0.498
N -1.616 -1.539 0.700 -0.701
N -1.252 -1.919 -0.587 -0.211
N -0.045 -1.244 -0.485 -0.097
H 1.007 1.885 -1.482 0.400
H 0.350 -0.553 -2.524 0.347
H -1.122 0.980 1.275 0.308
H -0.003 0.394 2.310 0.419
H 1.728 0.705 0.836 0.250
H 0.880 2.285 0.687 0.378
H -1.002 -2.889 -0.768 0.229
```

- E_HOMO: -0.3314 hartree
- Energy: -358.8347 Eh
- Energy above the lowest of the compared OMol25 structures with the same formula, charge and spin: 115.25 kcal/mol

***

2.
DFT (ωB97M-V with the def2-TZVPD basis set) results for a 2-piece molecular cluster, C2H10N2S2 overall at a distorted geometry.

Structure (XYZ):
```
16
Properties=species:S:1:pos:R:3:mulliken_spin:R:1
C 1.142 -0.037 0.041 -0.082
S 1.935 1.066 -0.996 0.422
S 2.541 2.377 0.588 0.541
H 0.640 -0.926 -0.390 0.104
H 1.857 -0.495 0.733 -0.020
H 0.353 0.469 0.727 -0.010
H 2.813 3.415 -0.235 0.042
N -2.464 -1.346 0.757 -0.002
C -3.692 -2.158 0.461 0.005
N -3.569 -3.165 -0.622 0.002
H -1.634 -1.951 0.952 -0.001
H -2.640 -0.685 1.531 0.000
H -4.561 -1.483 0.253 0.000
H -4.280 -2.623 1.352 0.001
H -2.605 -3.214 -0.832 -0.001
H -4.020 -2.843 -1.524 -0.001
```

- ⟨S²⟩: 0.754
- E_HOMO (alpha / beta): 0.0095 / -0.1106 hartree
- Multiplicity: 2
- Total charge: -1
- Energy: -988.0095 Eh
- Energy above the lowest of the compared OMol25 structures with the same formula, charge and spin: 34.86 kcal/mol

***

3.
DFT (ωB97M-V with the def2-TZVPD basis set) results for a 4-piece molecular cluster, C30H62NO10P overall.

Structure (XYZ):
```
104
Properties=species:S:1:pos:R:3:mulliken_charge:R:1
C 3.148 4.679 0.684 -1.471
C 2.703 3.323 0.117 -0.029
C 1.185 3.185 -0.066 -0.698
C 0.713 3.465 -1.501 -0.703
C 0.700 2.197 -2.366 -0.693
C -0.619 1.418 -2.367 -0.650
C -1.880 2.278 -2.601 0.165
C -2.964 1.587 -3.450 -1.213
C -4.106 0.951 -2.633 0.015
C -5.362 1.819 -2.530 -1.288
C -5.137 3.250 -1.995 -0.652
C -6.019 3.641 -0.800 0.260
O -5.251 3.845 0.404 -0.355
C -4.408 2.817 0.726 0.057
O -3.223 2.999 0.672 -0.522
C -5.020 1.488 1.129 2.610
C -6.501 1.539 1.545 -1.792
C -4.100 0.838 2.196 -1.155
C -3.316 -0.369 1.675 -0.067
C -4.192 -1.525 1.203 -1.026
P -6.915 5.207 -1.025 0.870
N -7.803 5.703 0.143 -0.899
O -7.691 4.932 -2.394 -0.560
O -5.835 6.251 -1.568 -0.567
H 2.439 5.057 1.422 0.350
H 4.117 4.585 1.181 0.398
H 3.272 5.426 -0.104 0.307
H 3.190 3.195 -0.856 0.167
H 3.066 2.524 0.762 0.239
H 0.689 3.900 0.599 0.412
H 0.865 2.190 0.249 0.301
H 1.397 4.193 -1.952 0.367
H -0.262 3.953 -1.478 0.431
H 1.475 1.534 -1.963 0.127
H 0.996 2.412 -3.397 0.405
H -0.718 0.859 -1.431 0.086
H -0.578 0.661 -3.156 0.490
H -1.581 3.211 -3.085 0.589
H -2.297 2.540 -1.626 -0.235
H -2.500 0.817 -4.070 0.390
H -3.402 2.319 -4.137 0.410
H -4.403 0.005 -3.094 0.423
H -3.720 0.693 -1.640 -0.186
H -6.094 1.294 -1.905 0.475
H -5.811 1.882 -3.523 0.419
H -4.098 3.412 -1.715 0.360
H -5.335 3.951 -2.809 0.653
H -6.804 2.895 -0.644 0.085
H -4.922 0.869 0.232 -1.160
H -6.688 0.875 2.385 0.498
H -6.798 2.551 1.822 0.333
H -7.156 1.237 0.725 0.295
H -3.387 1.570 2.573 0.261
H -4.699 0.516 3.054 0.443
H -2.667 -0.727 2.478 0.485
H -2.651 -0.048 0.868 -0.090
H -4.769 -1.955 2.026 0.329
H -4.904 -1.222 0.430 0.308
H -3.564 -2.304 0.769 0.164
H -7.776 5.109 0.961 0.306
H -8.620 5.150 -2.241 0.345
H -5.331 6.594 -0.817 0.342
C -1.461 -5.910 4.654 -1.007
C -2.187 -4.679 4.155 -0.375
O -1.726 -4.263 2.867 -0.336
C -2.215 -4.769 1.717 0.853
C -3.104 -5.993 1.757 -1.114
O -1.890 -4.261 0.682 -0.562
H -1.650 -6.774 4.017 0.273
H -1.786 -6.154 5.666 0.365
H -0.387 -5.730 4.667 0.299
H -3.270 -4.815 4.149 0.331
H -1.977 -3.829 4.802 0.352
H -2.475 -6.876 1.650 0.287
H -3.776 -5.942 0.904 0.307
H -3.698 -6.092 2.661 0.348
C 7.345 -0.279 1.254 -1.012
C 6.364 -1.316 0.752 -0.186
O 5.001 -0.912 0.930 -0.376
C 4.347 -0.144 0.037 0.704
C 5.115 0.522 -1.081 -0.943
O 3.172 0.039 0.190 -0.497
H 7.271 0.654 0.693 0.306
H 8.363 -0.657 1.168 0.337
H 7.146 -0.057 2.302 0.314
H 6.549 -1.582 -0.291 0.199
H 6.463 -2.228 1.338 0.242
H 5.427 1.508 -0.737 0.245
H 4.437 0.652 -1.921 0.310
H 5.992 -0.025 -1.417 0.361
C 10.238 -4.582 -2.168 -0.944
C 10.498 -5.202 -0.811 -0.407
O 10.110 -4.338 0.262 -0.349
C 8.852 -4.293 0.744 0.780
C 7.741 -5.001 0.004 -0.985
O 8.644 -3.641 1.730 -0.553
H 9.174 -4.416 -2.338 0.267
H 10.612 -5.234 -2.957 0.356
H 10.745 -3.620 -2.243 0.291
H 10.024 -6.178 -0.708 0.352
H 11.566 -5.350 -0.662 0.309
H 7.297 -4.299 -0.702 0.206
H 6.982 -5.283 0.729 0.335
H 8.053 -5.889 -0.539 0.356
```

- E_HOMO: -0.3429 hartree
- Structure (SMILES): CCCCCCCCCCC[C@@H](OC(=O)[C@H](C)CCC)P(=N)(O)O.CCOC(C)=O.CCOC(C)=O.CCOC(C)=O
- Energy: -2328.8476 Eh

***

4.
DFT (ωB97M-V with the def2-TZVPD basis set) results for a 7-piece molecular cluster, ClH12O6 overall.

Structure (XYZ):
```
19
Properties=species:S:1:pos:R:3:mulliken_charge:R:1
Cl 0.435 0.263 -0.346 -0.882
O -0.753 3.326 -0.369 -0.615
H -0.279 2.664 0.134 0.298
H -0.770 2.983 -1.262 0.295
O 2.662 -2.226 -0.209 -0.638
H 1.913 -1.662 -0.018 0.303
H 2.297 -2.941 -0.731 0.313
O 1.690 0.395 2.738 -0.622
H 1.627 0.433 1.784 0.330
H 0.989 0.969 3.048 0.284
O -0.923 -0.387 -3.375 -0.616
H -0.363 -0.237 -2.613 0.304
H -0.988 0.469 -3.798 0.284
O -2.343 1.174 1.408 -0.605
H -1.754 1.567 2.053 0.277
H -1.840 0.452 1.033 0.312
O -0.546 -2.800 0.113 -0.631
H -0.438 -2.344 0.948 0.324
H -0.617 -2.099 -0.536 0.287
```

- E_HOMO: -0.2275 hartree
- Total charge: -1
- Energy: -918.9506 Eh
- Energy above the lowest of the compared OMol25 structures with the same formula, charge and spin: 9.64 kcal/mol

***

5.
DFT (ωB97M-V with the def2-TZVPD basis set) results for C22H28BiN10O4 as an isolated structure at a distorted geometry.

Structure (XYZ):
```
65
Properties=species:S:1:pos:R:3:mulliken_charge:R:1
Bi 0.557 -0.570 -2.328 1.651
N 3.662 0.763 -1.556 -0.509
N 3.485 2.127 -1.523 -0.231
C 2.241 2.703 -1.597 0.594
N 2.191 4.048 -1.651 -0.377
N 1.202 1.857 -1.686 -0.283
N -0.042 2.350 -1.983 1.131
O -0.843 1.376 -2.158 -0.653
O -0.426 3.476 -1.928 -0.554
H 4.241 0.569 -0.743 0.308
H 4.210 0.565 -2.439 0.311
H 4.219 2.800 -1.352 0.169
H 3.044 4.577 -1.792 0.237
H 1.395 4.577 -1.390 0.188
C -3.539 -1.951 -3.615 -1.293
C -2.054 -2.133 -3.498 0.804
O -1.434 -1.203 -2.929 -0.780
N -1.457 -3.169 -4.057 -0.010
C 0.035 -3.371 -4.060 -1.509
C 0.492 -3.861 -2.693 1.320
C 0.786 -5.218 -2.571 -1.080
C 1.282 -5.678 -1.353 -0.269
C 1.458 -4.824 -0.303 -1.030
C 1.121 -3.468 -0.558 -0.078
N 0.677 -2.985 -1.723 0.175
H -3.754 -0.936 -3.666 0.364
H -3.986 -2.266 -2.659 0.316
H -4.042 -2.483 -4.448 0.441
H -2.121 -3.799 -4.532 0.276
H 0.484 -2.391 -4.353 0.156
H 0.348 -4.046 -4.855 0.606
H 0.737 -5.804 -3.423 0.533
H 1.438 -6.794 -1.205 0.386
H 1.908 -5.195 0.645 0.426
H 1.260 -2.792 0.241 0.565
C 0.924 5.020 2.482 -1.330
C 0.114 3.763 2.926 0.617
C -1.129 3.411 2.343 -0.675
C -1.889 2.416 2.897 -0.253
C -1.408 1.684 4.007 0.028
N -2.185 0.605 4.528 -0.028
C -2.901 -0.254 3.758 0.216
O -3.818 -0.908 4.111 -0.520
N -2.560 -0.233 2.281 -0.241
C -1.342 -0.443 1.773 0.324
C -0.194 -0.439 2.635 -0.395
C 1.045 -0.367 2.038 -1.640
C 1.133 -0.435 0.628 -0.348
N 0.048 -0.434 -0.139 0.342
C -1.173 -0.474 0.382 -0.239
C -0.175 1.977 4.608 -0.323
C 0.582 3.028 4.027 -0.759
H 1.803 4.690 1.912 0.237
H 1.208 5.664 3.327 0.411
H 0.255 5.574 1.835 0.361
H -1.583 4.007 1.558 0.483
H -2.914 2.086 2.485 0.309
H -2.455 0.633 5.535 0.319
H -3.361 -0.443 1.757 0.218
H -0.389 -0.439 3.670 1.042
H 1.929 -0.381 2.656 0.529
H 2.070 -0.450 0.148 0.781
H -2.036 -0.423 -0.413 0.242
H 0.140 1.404 5.507 0.432
H 1.483 3.307 4.485 0.559
```

- E_HOMO: -0.5652 hartree
- Total charge: +3
- Energy: -1917.2461 Eh
- Energy above the lowest of the compared OMol25 structures with the same formula, charge and spin: 0.00 kcal/mol

***

6.
DFT (ωB97M-V with the def2-TZVPD basis set) results for a 2-piece molecular cluster, C3H9NO3 overall at a distorted geometry.

Structure (XYZ):
```
16
Properties=species:S:1:pos:R:3:mulliken_charge:R:1
C 0.148 1.972 1.467 -1.062
C 0.501 1.259 0.140 -0.212
N 0.825 -0.129 0.383 -0.192
C 0.681 -1.079 -0.548 0.547
O -0.012 -0.981 -1.547 -0.678
O 1.366 -2.188 -0.237 -0.487
H -0.811 2.485 1.408 0.294
H 0.018 1.231 2.255 0.346
H 0.918 2.696 1.725 0.280
H -0.281 1.365 -0.599 0.299
H 1.401 1.773 -0.218 0.221
H 1.295 -0.321 1.250 0.239
H 1.044 -2.906 -0.791 0.358
O -2.613 -1.919 -1.826 -0.634
H -2.578 -1.975 -0.864 0.285
H -1.903 -1.283 -1.999 0.395
```

- E_HOMO: -0.3733 hartree
- Structure (SMILES): CCNC(=O)O.O
- Energy: -400.2104 Eh
- Energy above the lowest of the compared OMol25 structures with the same formula, charge and spin: 6.95 kcal/mol